Entry 1:
DFT (ωB97M-V with the def2-TZVPD basis set) results for one molecule with the formula C2H2FP at a distorted geometry.

Positions of all 6 atoms, in Å:
C  2.13300  -0.02207  -0.60817
C  1.26842  -1.77130  0.24214
F  3.15384  0.12599  0.19834
P  0.55105  -0.27423  0.06959
H  -0.28073  0.09860  -0.89633
H  -0.46125  0.18225  1.05360

Properties
Orbital gap (spin up / spin down) (eV): 7.1326 / 7.2716
Multiplicity: 1
Maximum force (eV Å⁻¹): 4.2
Energy relative to the best compared isomer or geometry (same formula, charge and spin) (eV): 8.505

---

Entry 2:
DFT (ωB97M-V with the def2-TZVPD basis set) results for one molecule with the formula C2H2I4 at a distorted geometry.

Positions of all 8 atoms, in Å:
C  0.44639  -0.41616  0.55152
C  1.26805  -0.34486  -0.45598
I  -1.69817  0.11815  0.25395
I  -4.57959  -1.12296  -0.06473
I  -0.59094  2.65290  -0.11973
I  3.36654  -0.28305  -0.12890
H  0.87197  -0.64041  1.47940
H  0.91575  0.03640  -1.51553

Properties
Orbital gap (spin up / spin down) (eV): 5.1892 / 5.1909
Multiplicity: 1
Maximum force (eV Å⁻¹): 3.6
Energy relative to the best compared isomer or geometry (same formula, charge and spin) (eV): 2.056

---

Entry 3:
DFT (ωB97M-V with the def2-TZVPD basis set) results for one molecule with the formula C2H2INO2 at a distorted geometry.

Positions of all 8 atoms, in Å:
C  0.28120  0.33356  -0.32696
C  -0.76355  -0.55518  0.16820
N  1.63025  -0.02450  -0.07925
O  1.91879  -1.20101  -0.04221
O  2.39574  0.90134  0.09826
I  -2.76522  -0.10182  0.00930
H  0.08329  1.34818  -0.62615
H  -0.49515  -1.53401  0.52074

Properties
Orbital gap (eV): 8.7970
SMILES string: O=[N+]([O-])/C=C/I
Multiplicity: 1
Maximum force (eV Å⁻¹): 6.6
Energy relative to the best compared isomer or geometry (same formula, charge and spin) (eV): 4.262

---

Entry 4:
DFT (ωB97M-V with the def2-TZVPD basis set) results for one molecule with the formula C2H2INO2 at a distorted geometry.

Positions of all 8 atoms, in Å:
C  0.19620  0.18244  0.22848
C  -0.47986  -0.23077  -0.81834
N  0.08042  -0.49118  1.69571
O  -0.43362  -1.57847  1.77869
O  0.52603  0.21219  2.58886
I  -0.32601  0.63629  -2.67964
H  0.71560  1.19392  0.17002
H  -1.20416  -0.96262  -0.62855

Properties
Orbital gap (eV): 9.6349
SMILES string: O=[N+]([O-])/C=C/I
Multiplicity: 1
Maximum force (eV Å⁻¹): 2.7
Energy relative to the best compared isomer or geometry (same formula, charge and spin) (eV): 4.262

---

Entry 5:
DFT (ωB97M-V with the def2-TZVPD basis set) results for one molecule with the formula C2H2INO2S at a distorted geometry.

Positions of all 9 atoms, in Å:
C  0.07628  -1.36919  0.94300
C  -0.41013  -0.85160  -0.23346
N  0.53730  -1.79376  1.90817
O  -0.78916  1.44989  1.00471
O  -1.47893  1.27000  -1.38065
S  -0.86978  0.72867  -0.21511
I  1.88876  1.61576  -0.88422
H  -0.61071  -1.38262  -1.13520
H  1.65637  0.33285  -0.00724

Properties
Orbital gap (eV): 9.0593
Multiplicity: 1
Maximum force (eV Å⁻¹): 2.9
Energy relative to the best compared isomer or geometry (same formula, charge and spin) (eV): 1.453

---

Entry 6:
DFT (ωB97M-V with the def2-TZVPD basis set) results for one molecule with the formula C2H2INO3 at a distorted geometry.

Positions of all 9 atoms, in Å:
C  1.21943  0.46353  -0.06032
C  -0.25332  -0.45323  -0.45065
N  -1.23049  0.18632  0.36072
O  -1.41622  1.37930  0.18454
O  1.26956  1.63324  0.04347
O  -1.77255  -0.51759  1.20262
I  2.70873  -0.86312  0.63613
H  -0.04740  -1.66683  -0.35970
H  -0.47773  -0.16162  -1.55681

Properties
Orbital gap (eV): 9.6484
SMILES string: O=C(I)C[N+](=O)[O-]
Multiplicity: 1
Maximum force (eV Å⁻¹): 4.9
Energy relative to the best compared isomer or geometry (same formula, charge and spin) (eV): 4.703

---

Entry 7:
DFT (ωB97M-V with the def2-TZVPD basis set) results for C2H2IO2 as an isolated structure at a distorted geometry.

Positions of all 7 atoms, in Å:
C  -1.96579  0.91104  0.41742
C  2.15087  -0.72752  -0.37897
O  -2.27697  0.88064  1.53240
O  -1.83279  0.96837  -0.72796
I  0.23502  -0.80604  1.00658
H  1.84213  0.30673  -0.78489
H  1.84753  -1.53322  -1.06458

Properties
Orbital gap (eV): 6.0942
Multiplicity: 1
Maximum force (eV Å⁻¹): 1.6
Energy relative to the best compared isomer or geometry (same formula, charge and spin) (eV): 1.575
Total charge: -1

---

Entry 8:
DFT (ωB97M-V with the def2-TZVPD basis set) results for C2H2KLi2O2 as an isolated structure at a distorted geometry.

Positions of all 9 atoms, in Å:
O  1.40405  1.06752  0.33172
C  0.25405  1.03027  -0.34502
C  -0.90031  0.47825  0.14161
Li  2.57823  0.99059  1.95403
Li  1.16622  -1.75721  0.32475
H  0.38154  0.90908  -1.44059
H  -1.04674  0.60061  1.23321
K  -2.38491  -2.68977  -1.83915
O  -1.45213  -0.62935  -0.36057

Properties
Orbital gap (spin up / spin down) (eV): 1.7212 / 3.8569
<S²>: 1.302
Multiplicity: 2
Maximum force (eV Å⁻¹): 3.0
Energy relative to the best compared isomer or geometry (same formula, charge and spin) (eV): 1.528

---

Entry 9:
DFT (ωB97M-V with the def2-TZVPD basis set) results for C2H2LuO2 as an isolated structure at a distorted geometry.

Positions of all 7 atoms, in Å:
O  0.64506  1.08779  1.38688
C  0.10711  0.23689  0.42140
C  0.69862  -0.33532  -0.58710
O  1.18067  -0.47373  -1.68496
H  1.45141  0.69678  1.74056
Lu  -2.32755  -0.00237  0.13180
H  -1.75532  -1.21003  -1.40859

Properties
Orbital gap (spin up / spin down) (eV): 6.4633 / 6.1908
<S²>: 0.753
Multiplicity: 2
Maximum force (eV Å⁻¹): 3.9
Energy relative to the best compared isomer or geometry (same formula, charge and spin) (eV): 0.000

---

Entry 10:
DFT (ωB97M-V with the def2-TZVPD basis set) results for C2H2N2 as an isolated structure at a distorted geometry.

Positions of all 6 atoms, in Å:
C  -0.18979  -0.57858  -0.85520
C  0.12685  0.90914  0.47581
N  0.48429  -1.12177  0.07270
N  0.66264  -0.11323  1.02214
H  -0.87249  -0.95695  -1.60856
H  -0.21150  1.86140  0.89311

Properties
Orbital gap (eV): 9.0689
Multiplicity: 1
Maximum force (eV Å⁻¹): 3.7
Energy relative to the best compared isomer or geometry (same formula, charge and spin) (eV): 4.549

---

Entry 11:
DFT (ωB97M-V with the def2-TZVPD basis set) results for one molecule with the formula C2H2N2O at a distorted geometry.

Positions of all 7 atoms, in Å:
C  1.69985  -0.47425  -1.60411
C  -0.05074  -0.10501  -0.18401
N  2.66727  -0.19599  -2.14244
N  0.42228  -0.68711  -1.25711
O  -0.16663  -1.46156  -2.04448
H  -1.11268  -0.08159  0.25687
H  0.64648  0.28563  0.45179

Properties
Orbital gap (spin up / spin down) (eV): 9.2868 / 9.2874
SMILES string: C=[N+]([O-])C#N
Multiplicity: 1
Maximum force (eV Å⁻¹): 3.3
Energy relative to the best compared isomer or geometry (same formula, charge and spin) (eV): 4.202

---

Entry 12:
DFT (ωB97M-V with the def2-TZVPD basis set) results for a 2-piece molecular cluster, C2H2N2O overall at a distorted geometry.

Positions of all 7 atoms, in Å:
O  1.59891  -0.04307  -0.32955
N  1.28133  1.11321  -0.22729
C  -0.86597  0.63980  -0.23040
C  -0.90012  -0.59322  -0.33057
N  1.21484  -1.18004  -0.41765
H  -1.13807  1.67254  -0.14131
H  -1.23136  -1.60963  -0.40677

Properties
Orbital gap (eV): 10.0583
Multiplicity: 1
Maximum force (eV Å⁻¹): 1.1
Energy relative to the best compared isomer or geometry (same formula, charge and spin) (eV): 9.267